Below is the molecule C8H13NO2 in a non-equilibrium geometry, with properties calculated with ωB97M-V/def2-TZVPD.

Bonds (Å) are listed after each position.
CARTESIAN COORDINATES (ANGSTROEM)
1 O 2.2649 -1.9075 0.7490  C8 1.221
2 O 0.6169 -1.3938 2.1658  C8 1.346, H23 1.011
3 N -0.7095 0.0537 0.5311  C4 1.471, C7 1.454, C11 1.429
4 C -0.8601 1.5035 0.7279  N3 1.471, C5 1.501, H14 1.078, H15 1.099
5 C 0.3426 2.1115 0.0658  C4 1.501, C9 1.507, H16 1.124, H18 1.070
6 C 0.4300 -0.9439 -1.3326  C7 1.524, C10 1.506, H20 1.072, H21 1.119
7 C 0.6134 -0.2821 0.0284  N3 1.454, C6 1.524, C8 1.516, C9 1.576
8 C 1.2448 -1.2777 0.9812  O1 1.221, O2 1.346, C7 1.516
9 C 1.4265 1.0660 0.1115  C5 1.507, C7 1.576, H12 1.088, H13 1.112
10 C -0.8338 -1.7045 -1.0263  C6 1.506, C11 1.521, H19 1.123, H22 1.087
11 C -1.6338 -0.6147 -0.3302  N3 1.429, C10 1.521, H17 1.117, H24 1.130
12 H 2.2504 1.1175 -0.5978  C9 1.088
13 H 1.9892 1.1427 1.0678  C9 1.112
14 H -0.9084 1.7749 1.7697  C4 1.078
15 H -1.7936 1.7764 0.2168  C4 1.099
16 H 0.5715 3.1431 0.4496  C5 1.124
17 H -2.0613 0.0919 -1.0821  C11 1.117
18 H 0.1199 2.3131 -0.9615  C5 1.070
19 H -1.4037 -2.0016 -1.9475  C10 1.123
20 H 1.2508 -1.5567 -1.6486  C6 1.072
21 H 0.2564 -0.1757 -2.1271  C6 1.119
22 H -0.6482 -2.5723 -0.3993  C10 1.087
23 H -0.0399 -0.6368 2.3003  O2 1.011
24 H -2.4850 -1.0269 0.2882  C11 1.130

As for the HOMO-LUMO gap: 9.69 eV. For the energy relative to the best compared isomer or geometry (same formula, charge and spin), the calculation gives 6.28 kcal per mole. The SMILES is O=C(O)C12CCCN1CCC2. The calculation puts the LUMO energy at 0.026 Eh. Its total charge is 0. Its total energy is -517.8729 Ha. The spin multiplicity is 1.

Below is the molecule C8H13NO5S in a non-equilibrium geometry, with properties calculated with ωB97M-V/def2-TZVPD.

Bonds (Å) are listed after each position.
CARTESIAN COORDINATES (ANGSTROEM)
1 S -1.8520 1.0671 0.1349  O2 1.435, O3 1.635, O6 1.699
2 O -1.2150 1.9212 1.0955  S1 1.435
3 O -3.4454 1.0553 0.5017  S1 1.635, H25 0.975
4 O 2.4413 1.6652 0.3944  C8 1.426, C9 1.389
5 O -0.1042 -2.3438 0.0102  C11 1.445, C14 1.382
6 O -1.3950 -0.4913 0.6345  S1 1.699, C11 1.415
7 N -1.8662 -0.5893 -2.1337  C13 1.449, H19 0.994, H21 1.008
8 C 1.5181 0.7550 -0.1994  O4 1.426, C12 1.331, C15 1.404
9 C 2.2827 2.1463 1.6874  O4 1.389, H16 1.137, H23 1.082, H27 1.069
10 C 0.3729 0.2844 -2.2617  C13 1.487, C15 1.327, H26 1.064
11 C -0.2417 -0.9079 -0.0710  O5 1.445, O6 1.415, C12 1.458, C13 1.622
12 C 0.8505 -0.1438 0.5206  C8 1.331, C11 1.458, H18 0.998
13 C -0.5051 -0.7568 -1.6643  N7 1.449, C10 1.487, C11 1.622, H24 1.015
14 C 0.0708 -2.7529 1.3190  O5 1.382, H20 1.138, H22 1.182, H28 1.035
15 C 1.3215 0.9144 -1.5802  C8 1.404, C10 1.327, H17 1.017
16 H 1.1509 2.2518 1.6823  C9 1.137
17 H 1.8437 1.5745 -2.1509  C15 1.017
18 H 0.8552 -0.2562 1.5125  C12 0.998
19 H -2.6395 -1.1696 -1.9017  N7 0.994
20 H -0.5418 -2.0864 2.0083  C14 1.138
21 H -1.8438 -0.4872 -3.1364  N7 1.008
22 H -0.2579 -3.8563 1.5862  C14 1.182
23 H 2.8583 3.0577 1.7779  C9 1.082
24 H -0.0215 -1.5737 -2.0242  C13 1.015
25 H -3.4876 1.2567 1.4543  O3 0.975
26 H 0.0833 0.4783 -3.2667  C10 1.064
27 H 2.6930 1.6248 2.5258  C9 1.069
28 H 1.0743 -2.6373 1.5446  C14 1.035

As for the HOMO-LUMO gap: 9.34 eV. For the energy relative to the best compared isomer or geometry (same formula, charge and spin), the calculation gives 76.45 kcal per mole. The calculation puts the LUMO energy at 0.026 Eh. Its total charge is 0. Its total energy is -1141.6255 Ha. The spin multiplicity is 1.

Below is the molecule C8H13NS in a non-equilibrium geometry, with properties calculated with ωB97M-V/def2-TZVPD.

Bonds (Å) are listed after each position.
CARTESIAN COORDINATES (ANGSTROEM)
1 S -0.4757 -0.1339 1.9615  C6 1.761, C8 1.901, C10 1.692
2 N 0.8902 1.1406 -0.0976  C5 1.415, C8 1.205
3 C -1.3054 -0.6958 -0.7697  C4 1.493, H13 1.108, H22 1.118
4 C -0.2001 -0.3663 -1.7171  C3 1.493, C5 1.539, C7 1.607, H16 1.120
5 C 1.0783 0.0342 -0.9591  N2 1.415, C4 1.539, C9 1.307
6 C -1.4369 0.5249 3.2821  S1 1.761, H19 1.032, H23 1.203
7 C -0.5887 0.8044 -2.7475  C4 1.607, H11 1.082, H15 1.044, H21 1.137
8 C 0.3369 1.2667 0.9650  S1 1.901, N2 1.205, H17 1.114
9 C 2.2397 -0.5589 -1.0456  C5 1.307, H12 1.134, H14 1.103
10 C 0.8902 -0.8321 2.6760  S1 1.692, H18 0.983, H20 1.162
11 H -0.6803 1.8541 -2.5007  C7 1.082
12 H 2.6473 -1.3224 -1.7779  C9 1.134
13 H -2.2828 -0.1741 -0.7363  C3 1.108
14 H 3.1865 -0.0902 -0.7289  C9 1.103
15 H -1.5279 0.5990 -3.1554  C7 1.044
16 H 0.1219 -1.2458 -2.3304  C4 1.120
17 H 0.1368 2.2509 1.4472  C8 1.114
18 H 1.6373 -0.8491 2.0368  C10 0.983
19 H -2.3247 0.8134 2.8409  C6 1.032
20 H 0.6429 -1.5688 3.5404  C10 1.162
21 H 0.0912 0.7175 -3.6551  C7 1.137
22 H -1.2705 -1.7806 -0.5025  C3 1.118
23 H -1.8062 -0.3877 3.9738  C6 1.203

As for the HOMO-LUMO gap (spin up / spin down): 6.96 / 6.47 eV. For the energy relative to the best compared isomer or geometry (same formula, charge and spin), the calculation gives 192.71 kcal per mole. The calculation puts the LUMO energy (spin up / spin down) at -0.007 / -0.025 Eh. Its total charge is 0. Its total energy is -765.2208 Ha. The spin multiplicity is 1.

Below is a cluster of 2 separate species, C8H13NS in total in a non-equilibrium geometry, with properties calculated with ωB97M-V/def2-TZVPD.

Bonds (Å) are listed after each position.
CARTESIAN COORDINATES (ANGSTROEM)
1 S 3.3783 -0.1758 -1.3508  C8 1.674, C9 1.585
2 N -1.5904 2.0852 -0.8945  C4 1.213, C6 1.301
3 C -0.7016 -0.0585 -0.2618  C5 1.465, C6 1.449, C10 1.378
4 C -1.5700 3.0465 -1.6337  N2 1.213, H17 1.162
5 C -0.4827 -0.8966 0.9199  C3 1.465, H14 1.151, H20 1.051, H23 1.140
6 C -1.3706 1.1934 0.0271  N2 1.301, C3 1.449, C7 1.590
7 C -2.1030 1.5318 1.3977  C6 1.590, H12 1.125, H15 1.150, H16 1.117
8 C 2.5938 -1.5821 -1.8091  S1 1.674, H13 1.071, H18 1.130
9 C 3.4439 0.0170 0.2215  S1 1.585, H21 1.065, H22 1.081
10 C -0.3251 -0.3086 -1.5636  C3 1.378, H11 1.001, H19 1.174
11 H 0.0050 -1.2113 -1.8449  C10 1.001
12 H -1.5866 2.4160 1.8634  C7 1.125
13 H 1.9601 -1.6083 -2.6721  C8 1.071
14 H 0.2392 -0.6125 1.7702  C5 1.151
15 H -3.2166 1.7805 1.2526  C7 1.150
16 H -1.9830 0.6857 2.1176  C7 1.117
17 H -2.4272 3.3077 -2.3737  C4 1.162
18 H 2.0109 -1.9514 -0.9147  C8 1.130
19 H -0.3436 0.4682 -2.4430  C10 1.174
20 H -0.0392 -1.7782 0.5596  C5 1.051
21 H 3.7132 0.9768 0.5958  C9 1.065
22 H 3.2031 -0.8097 0.8747  C9 1.081
23 H -1.4630 -1.3653 1.2634  C5 1.140

As for the HOMO-LUMO gap (spin up / spin down): 7.31 / 7.31 eV. For the energy relative to the best compared isomer or geometry (same formula, charge and spin), the calculation gives 141.24 kcal per mole. The calculation puts the LUMO energy (spin up / spin down) at 0.004 / 0.004 Eh. Its total charge is 0. Its total energy is -765.3028 Ha. The spin multiplicity is 1.

Below is the molecule C8H13PS in a non-equilibrium geometry, with properties calculated with ωB97M-V/def2-TZVPD.

Bonds (Å) are listed after each position.
CARTESIAN COORDINATES (ANGSTROEM)
1 S -2.4208 0.8240 -1.5541  P2 1.936
2 P -1.1349 0.2315 -0.2343  S1 1.936, C4 1.804, C5 1.825, C7 1.866
3 C 0.9933 -0.8682 -1.6989  C7 1.462, H12 1.058, H17 1.014, H20 1.101
4 C -1.4413 -1.3998 0.4713  P2 1.804, C8 1.328, H16 1.087
5 C -1.1614 1.0059 1.4177  P2 1.825, C6 1.355, H22 1.146
6 C -1.4332 -0.0089 2.2728  C5 1.355, C8 1.445, H19 1.070
7 C 0.6606 0.1845 -0.7408  P2 1.866, C3 1.462, C9 1.533, C10 1.520
8 C -1.5803 -1.3632 1.7910  C4 1.328, C6 1.445, H14 1.077
9 C 0.8092 1.5706 -1.3791  C7 1.533, H13 1.081, H18 1.097, H23 1.132
10 C 1.5986 0.0054 0.4414  C7 1.520, H11 1.093, H15 1.042, H21 1.090
11 H 1.3473 -0.9874 0.8239  C10 1.093
12 H 0.0845 -1.1239 -2.1763  C3 1.058
13 H 0.1677 2.3878 -1.0801  C9 1.081
14 H -1.6619 -2.1617 2.5088  C8 1.077
15 H 2.6228 0.0867 0.2689  C10 1.042
16 H -1.3457 -2.4049 0.0690  C4 1.087
17 H 1.3828 -1.7154 -1.3012  C3 1.014
18 H 0.4937 1.4047 -2.4161  C9 1.097
19 H -1.4466 0.1366 3.3332  C6 1.070
20 H 1.6606 -0.5258 -2.5044  C3 1.101
21 H 1.2130 0.6825 1.2032  C10 1.090
22 H -1.2795 2.1074 1.7104  C5 1.146
23 H 1.8716 1.9317 -1.2262  C9 1.132

As for the HOMO-LUMO gap: 8.35 eV. For the energy relative to the best compared isomer or geometry (same formula, charge and spin), the calculation gives 0.00 kcal per mole. The SMILES is CC(C)(C)P1(=S)C=CC=C1. The calculation puts the LUMO energy at -0.006 Eh. Its total charge is 0. Its total energy is -1052.1161 Ha. The spin multiplicity is 1.

Q: Look up the energy relative to the best compared isomer or geometry (same formula, charge and spin) of the second one.
A: 76.45 kcal per mole

Q: Which value of spin multiplicity does entry 2 give?
A: 1